A:
The following is a quantum chemistry calculation of a single C17H21N3O3S molecule, from OMol25.

XYZ file:
```
45
Properties=species:S:1:pos:R:3
C 2.726 -4.027 -0.753
C 3.604 -2.772 -0.643
C 4.287 -2.499 -1.991
C 4.728 -1.043 -2.067
C 3.492 -0.142 -2.111
C 2.361 -0.763 -1.271
N 2.925 -1.564 -0.213
C 2.281 -1.560 1.062
C 0.813 -2.063 1.161
N -0.156 -1.076 0.711
C -0.846 -1.271 -0.450
S -0.713 -2.603 -1.412
N -1.710 -0.293 -0.840
C -1.956 0.856 -0.137
C -2.855 1.815 -0.626
C -3.046 2.930 0.147
C -2.380 3.114 1.372
C -1.503 2.186 1.858
C -1.290 1.036 1.080
C -0.357 0.015 1.560
O 0.224 0.081 2.622
O -2.768 4.308 1.913
C -3.689 4.871 1.006
O -3.852 3.995 -0.094
H 1.852 -3.831 -1.370
H 3.298 -4.827 -1.216
H 2.401 -4.367 0.227
H 4.383 -2.967 0.110
H 3.592 -2.707 -2.806
H 5.142 -3.168 -2.103
H 5.350 -0.874 -2.947
H 5.321 -0.810 -1.182
H 3.148 -0.024 -3.140
H 3.746 0.846 -1.728
H 1.701 -1.355 -1.925
H 1.758 0.032 -0.825
H 2.301 -0.539 1.458
H 2.875 -2.186 1.731
H 0.603 -2.262 2.214
H 0.665 -2.966 0.573
H -2.200 -0.465 -1.708
H -3.370 1.678 -1.562
H -0.982 2.302 2.792
H -3.313 5.842 0.648
H -4.660 5.017 1.504
```

## Properties
Net charge ... 0
SMILES ... C[C@H]1CCCCN1CCn1c(=S)[nH]c2cc3c(cc2c1=O)OCO3
Orbital gap ... 8.00 eV
LUMO energy ... 0.27 eV
Spin multiplicity ... 1

B:
The following is a quantum chemistry calculation of a single C17H21N3O3S molecule, from OMol25.

XYZ file:
```
45
Properties=species:S:1:pos:R:3
C -0.911 -1.520 1.453
C -1.352 -0.270 0.762
N -2.384 -0.437 -0.112
C -2.828 0.603 -0.735
S -4.175 0.429 -1.834
C -4.598 -1.291 -1.453
C -4.812 -1.448 0.051
N -4.442 -2.659 0.524
O -5.333 -0.602 0.733
N -2.306 1.838 -0.594
C -1.234 2.109 0.270
O -0.799 3.239 0.346
C -0.768 0.942 0.989
C 0.380 1.142 1.939
C 1.657 0.579 1.368
C 2.364 -0.429 2.011
C 3.526 -0.935 1.468
C 4.019 -0.447 0.256
O 5.160 -1.038 -0.187
C 5.825 -0.548 -1.343
C 6.786 -1.650 -1.778
C 6.577 0.748 -1.034
C 3.314 0.564 -0.391
C 2.149 1.062 0.165
H 0.142 -1.709 1.249
H -1.032 -1.417 2.530
H -1.506 -2.358 1.104
H -3.806 -1.936 -1.828
H -5.532 -1.490 -1.980
H -4.504 -2.810 1.518
H -3.879 -3.290 -0.016
H -2.695 2.623 -1.102
H 0.495 2.218 2.090
H 0.164 0.671 2.899
H 2.009 -0.817 2.956
H 4.079 -1.716 1.965
H 5.094 -0.375 -2.146
H 7.325 -1.345 -2.670
H 7.498 -1.851 -0.981
H 6.236 -2.563 -1.988
H 7.070 1.114 -1.931
H 7.325 0.561 -0.268
H 5.896 1.513 -0.669
H 3.658 0.975 -1.328
H 1.618 1.854 -0.343
```

## Properties
Net charge ... 0
SMILES ... Cc1nc(SCC(N)=O)[nH]c(=O)c1Cc1ccc(OC(C)C)cc1
Orbital gap ... 8.64 eV
LUMO energy ... 0.54 eV
Spin multiplicity ... 1

Which one sits at the bottom of the stability order? A does.